The following is a DFT calculation (ωB97M-V/def2-TZVPD) of a structure of composition C25H33KN11O2S3 in a non-equilibrium geometry.

As for the total charge: +1. The energy above the lowest of the compared OMol25 structures with the same formula, charge and spin comes out at 9.6 kcal per mole. The molecular weight is 654.91 u. Its multiplicity is 1. For the total energy, the calculation gives -95774.91175 eV. The LUMO energy comes out at -2.05 eV. Its orbital gap is 7.19 eV. The max |F| is 1.12 eV/A. Its HOMO energy is -9.233 eV.

Each line ends with the Löwdin charge.
Geometry (Å):
K  -0.131  -0.400  0.831  0.679
N  -0.094  -8.277  -0.146  0.118
C  -0.472  -6.976  -0.355  -0.312
C  0.416  -5.924  -0.099  -0.020
C  0.046  -4.621  -0.361  -0.060
C  -1.216  -4.341  -0.874  -0.318
C  -2.110  -5.375  -1.121  -0.067
C  -1.741  -6.678  -0.872  -0.018
S  -1.654  -2.678  -1.190  0.618
O  -0.425  -2.038  -1.717  -0.411
O  -2.754  -2.707  -2.154  -0.334
N  -1.990  -1.852  0.093  -0.244
C  -2.754  -2.306  1.137  -0.464
N  -2.904  -1.402  2.124  0.077
C  -3.492  -1.827  3.238  -0.110
C  -3.982  -3.111  3.379  -0.045
C  -3.869  -3.925  2.263  -0.107
N  -3.267  -3.538  1.146  0.140
H  0.712  -8.459  0.426  0.099
H  -0.805  -8.986  -0.124  0.099
H  1.404  -6.136  0.291  0.115
H  0.751  -3.821  -0.180  0.111
H  -3.098  -5.150  -1.497  0.115
H  -2.435  -7.484  -1.075  0.115
H  -3.581  -1.097  4.036  0.118
H  -4.460  -3.442  4.288  0.103
H  -4.283  -4.927  2.263  0.115
C  2.843  5.176  3.673  -0.036
N  3.454  5.005  2.368  -0.128
C  4.373  5.878  1.816  -0.043
C  4.736  5.376  0.627  -0.038
N  4.018  4.199  0.445  -0.011
C  3.226  3.948  1.538  -0.737
S  2.262  2.626  1.899  0.586
C  4.206  3.354  -0.684  -0.296
C  5.502  2.967  -1.001  0.002
C  5.687  2.205  -2.141  -0.056
C  4.578  1.858  -2.895  -0.062
C  3.330  2.298  -2.479  -0.127
N  3.138  3.046  -1.393  0.148
H  3.611  5.402  4.410  0.096
H  2.345  4.246  3.933  0.044
H  2.115  5.987  3.644  0.096
H  4.673  6.779  2.319  0.126
H  5.398  5.756  -0.129  0.126
H  6.330  3.240  -0.362  0.120
H  6.680  1.885  -2.427  0.112
H  4.673  1.267  -3.796  0.103
H  2.444  2.047  -3.048  0.084
C  -0.962  4.221  3.419  -0.037
N  -1.904  3.313  2.789  -0.121
C  -2.999  3.674  2.021  -0.052
C  -3.578  2.535  1.590  -0.072
N  -2.825  1.492  2.095  0.058
C  -1.791  1.965  2.829  -0.821
S  -0.589  1.072  3.608  0.513
H  -1.361  5.229  3.343  0.093
H  0.009  4.148  2.928  0.041
H  -0.843  3.948  4.466  0.087
H  -3.269  4.703  1.869  0.121
H  -4.458  2.380  0.993  0.114
H  -2.974  0.481  2.004  0.082
N  -1.414  -1.834  -4.237  0.144
C  -1.928  -0.441  -4.400  -0.139
C  -0.791  0.575  -4.529  -0.251
N  0.199  0.512  -3.469  0.018
H  -2.147  -2.435  -3.817  0.111
H  -0.682  -1.853  -3.500  0.088
H  -1.067  -2.237  -5.104  0.169
H  -2.525  -0.258  -3.508  0.128
H  -2.587  -0.425  -5.267  0.130
H  -1.262  1.559  -4.543  0.119
H  -0.288  0.475  -5.493  0.119
H  0.860  -0.245  -3.584  0.073
H  -0.256  0.383  -2.570  0.065

The following is a DFT calculation (ωB97M-V/def2-TZVPD) of a structure of composition C25H33KNO9PS3Te.

As for the total charge: -2. The energy above the lowest of the compared OMol25 structures with the same formula, charge and spin comes out at 5.4 kcal per mole. The molecular weight is 785.41 u. Its multiplicity is 1. For the total energy, the calculation gives -111799.10316 eV. The LUMO energy comes out at 3.89 eV. Its orbital gap is 6.22 eV. The max |F| is 0.19 eV/A. Its HOMO energy is -2.335 eV.

Each line ends with the Löwdin charge.
Geometry (Å):
K  0.535  -0.661  -1.250  0.744
C  0.854  2.716  4.729  -0.576
C  1.287  1.259  4.886  -0.556
S  2.142  0.610  3.424  0.842
C  1.283  -0.961  3.165  -0.541
C  -0.232  -0.913  2.978  -0.498
S  -0.768  0.190  1.647  0.886
C  -2.051  1.163  2.443  -0.521
C  -1.638  2.010  3.643  -0.531
S  -0.235  3.117  3.337  0.844
H  1.732  3.342  4.555  0.062
H  0.402  3.057  5.666  0.064
H  0.430  0.623  5.108  0.047
H  1.947  1.200  5.756  0.062
H  1.516  -1.649  3.984  0.073
H  1.768  -1.344  2.266  0.033
H  -0.732  -0.614  3.902  0.059
H  -0.584  -1.924  2.753  0.061
H  -2.868  0.507  2.754  0.065
H  -2.434  1.778  1.626  0.062
H  -1.380  1.379  4.494  0.051
H  -2.500  2.606  3.953  0.067
O  -1.499  3.561  -6.023  0.033
C  -1.456  2.636  -5.007  -0.300
C  -2.048  2.881  -3.778  0.033
C  -1.960  1.908  -2.793  -0.169
N  -1.323  0.752  -2.985  0.130
C  -0.783  0.510  -4.187  -0.176
C  -0.816  1.430  -5.228  0.044
C  -0.112  -0.870  -4.453  -0.682
O  0.441  -0.983  -5.561  -0.050
O  -0.209  -1.716  -3.532  -0.132
C  -2.671  2.175  -1.443  -0.634
O  -3.251  3.273  -1.354  -0.046
O  -2.611  1.257  -0.592  -0.093
H  -1.960  4.335  -5.685  0.091
H  -2.584  3.794  -3.546  0.111
H  -0.350  1.180  -6.169  0.117
C  -2.484  -1.884  -1.141  -0.030
C  -2.342  -2.402  0.251  -0.423
O  -1.419  -3.113  0.605  0.050
C  -3.421  -2.039  1.240  -0.163
C  -4.286  -0.974  1.012  -0.031
C  -5.272  -0.672  1.943  -0.084
C  -5.398  -1.428  3.100  -0.109
C  -4.524  -2.484  3.336  -0.098
C  -3.538  -2.785  2.410  -0.035
H  -1.748  -2.321  -1.812  0.065
H  -2.385  -0.788  -1.145  0.050
H  -3.490  -2.089  -1.517  0.100
H  -4.141  -0.333  0.149  0.104
H  -5.926  0.174  1.769  0.104
H  -6.167  -1.187  3.824  0.090
H  -4.610  -3.070  4.243  0.091
H  -2.841  -3.598  2.573  0.112
C  5.204  -2.989  1.109  -0.096
C  5.753  -2.409  -0.180  -0.343
O  4.745  -1.812  -0.987  -0.300
P  3.894  -0.522  -0.484  0.037
O  2.750  -0.942  0.373  -0.446
Te  5.394  1.118  0.334  0.246
O  3.238  -0.111  -1.900  -0.358
C  4.048  0.275  -3.021  -0.305
C  3.132  0.793  -4.104  -0.061
H  6.001  -3.518  1.640  0.068
H  4.390  -3.686  0.903  0.078
H  4.821  -2.201  1.757  0.059
H  6.191  -3.193  -0.801  0.108
H  6.521  -1.660  0.032  0.048
H  4.612  -0.600  -3.354  0.113
H  4.757  1.035  -2.684  0.059
H  2.441  0.029  -4.461  0.063
H  3.725  1.141  -4.953  0.075
H  2.549  1.640  -3.735  0.084

The following is a DFT calculation (ωB97M-V/def2-TZVPD) of an isolated molecule of C25H33N3O3.

As for the total charge: 0. The energy above the lowest of the compared OMol25 structures with the same formula, charge and spin comes out at 49.5 kcal per mole. The molecular weight is 423.56 u. Its multiplicity is 1. For the total energy, the calculation gives -37074.40831 eV. As for the SMILES: CCCCOc1ccc(C(=O)Nc2ccc(N3CCN(C(=O)C(C)C)CC3)cc2)cc1. The LUMO energy comes out at 0.60 eV. Its orbital gap is 8.13 eV. The max |F| is 0.61 eV/A. Its HOMO energy is -7.526 eV.

Each line ends with the natural charge from an NBO analysis.
Geometry (Å):
C  6.659  5.086  -0.370  -0.600
C  6.158  3.750  0.162  -0.396
C  7.207  2.652  0.004  -0.409
C  6.698  1.301  0.498  -0.063
O  5.649  0.891  -0.357  -0.516
C  5.033  -0.294  -0.125  0.403
C  5.333  -1.163  0.920  -0.338
C  4.636  -2.350  1.049  -0.135
C  3.617  -2.683  0.166  -0.195
C  2.942  -3.999  0.312  0.669
O  3.552  -5.019  0.575  -0.602
N  1.598  -4.050  0.081  -0.612
C  0.655  -3.018  0.000  0.109
C  -0.462  -3.183  -0.812  -0.222
C  -1.430  -2.203  -0.901  -0.225
C  -1.320  -1.009  -0.182  0.150
N  -2.229  0.035  -0.304  -0.434
C  -3.280  -0.014  -1.293  -0.222
C  -4.551  -0.692  -0.748  -0.231
N  -4.986  0.017  0.433  -0.449
C  -6.129  0.727  0.623  0.695
O  -6.310  1.347  1.654  -0.638
C  -7.191  0.667  -0.472  -0.307
C  -7.956  -0.652  -0.334  -0.597
C  -8.140  1.852  -0.321  -0.594
C  -3.948  0.069  1.445  -0.246
C  -2.688  0.738  0.878  -0.215
C  -0.194  -0.860  0.638  -0.232
C  0.763  -1.844  0.741  -0.213
C  3.329  -1.819  -0.890  -0.150
C  4.028  -0.643  -1.033  -0.287
H  7.554  5.399  0.164  0.199
H  6.901  5.010  -1.427  0.202
H  5.900  5.855  -0.247  0.210
H  5.899  3.852  1.218  0.192
H  5.257  3.454  -0.377  0.208
H  8.106  2.911  0.567  0.205
H  7.477  2.555  -1.048  0.208
H  7.510  0.562  0.477  0.178
H  6.330  1.392  1.530  0.171
H  6.110  -0.931  1.630  0.222
H  4.876  -3.034  1.849  0.230
H  1.231  -4.992  0.015  0.409
H  -0.576  -4.096  -1.379  0.210
H  -2.279  -2.390  -1.540  0.202
H  -2.925  -0.514  -2.193  0.213
H  -3.528  1.022  -1.555  0.201
H  -5.323  -0.707  -1.513  0.217
H  -4.320  -1.726  -0.463  0.197
H  -6.721  0.724  -1.458  0.202
H  -8.438  -0.694  0.640  0.218
H  -7.294  -1.510  -0.424  0.205
H  -8.724  -0.723  -1.102  0.212
H  -7.607  2.788  -0.469  0.213
H  -8.945  1.787  -1.049  0.202
H  -8.563  1.861  0.680  0.227
H  -4.339  0.634  2.292  0.255
H  -3.707  -0.953  1.764  0.192
H  -1.915  0.752  1.642  0.214
H  -2.923  1.769  0.596  0.200
H  -0.054  0.050  1.200  0.213
H  1.606  -1.700  1.399  0.228
H  2.567  -2.078  -1.610  0.223
H  3.820  0.032  -1.848  0.225

What is the formula in the third record?
C25H33N3O3

Which of these has the lowest max |F|?
C25H33KNO9PS3Te